C6H7B in the gas phase, computed with ωB97M-V with the def2-TZVPD basis set.

The value obtained for the energy relative to the best compared isomer or geometry (same formula, charge and spin) is 24.1 kcal per mole. The LUMO energy is 0.3 eV. As for the HOMO energy: -9.513 eV.

Atoms and positions in Å:
C1 -2.89870 0.03972 -0.50806
C2 -1.83538 -0.55869 -0.29416
C3 -0.49149 -1.12801 0.03560
B1 0.69755 -0.08515 -0.19059
C4 2.22578 -0.56266 -0.24762
C5 0.18242 1.41997 0.00963
C6 -0.05515 2.47022 0.54252
H1 -3.84399 0.23532 -0.79308
H2 -0.28316 -2.01164 -0.46671
H3 -0.73934 -1.32884 1.15532
H4 2.38039 0.01748 0.73797
H5 2.89897 -0.15735 -0.97753
H6 2.32857 -1.59190 -0.09585
H7 -0.56645 3.24153 1.09256

***

4 unconnected molecules or ions with the total composition C25H56F3N3O6S2, computed with ωB97M-V with the def2-TZVPD basis set.

The LUMO energy is 0.3 eV. As for the HOMO energy: -8.084 eV.

Atoms and positions in Å:
C1 3.81435 -1.51034 4.36396
S1 2.74576 -0.87338 5.61942
O1 3.49750 0.05062 6.40589
O2 2.02864 -1.96471 6.21686
C2 1.45396 0.05513 4.75133
C3 0.68999 -0.77984 3.72198
C4 1.15595 -0.50105 2.29349
C5 0.50841 -1.47923 1.31898
O3 1.23078 -1.58134 0.09319
C6 2.25248 -2.45096 0.01887
F1 3.30398 -1.86977 -0.58582
F2 2.65768 -2.88144 1.23494
F3 1.91342 -3.53984 -0.69296
C7 0.78713 0.93343 1.91941
S2 1.27722 2.11080 3.16698
O4 0.10565 2.56587 3.83641
O5 2.24003 3.00337 2.63855
O6 2.09182 1.19470 4.18860
H1 3.39400 -2.40178 3.91233
H2 4.00863 -0.73045 3.63187
H3 4.74140 -1.73146 4.88816
H4 0.80635 0.33946 5.58371
H5 -0.37330 -0.53959 3.78969
H6 0.77926 -1.83408 3.98412
H7 2.23723 -0.60743 2.20828
H8 0.33461 -2.45674 1.76817
H9 -0.46852 -1.09220 1.03094
H10 -0.29344 1.03544 1.83481
H11 1.28477 1.26552 1.01036
C8 1.70554 0.25425 -2.96216
C9 1.69537 0.05242 -4.46868
N1 2.89831 0.54520 -5.11658
C10 2.79119 0.60974 -6.56365
C11 2.63582 -0.70566 -7.33663
C12 4.15297 0.02992 -4.59118
C13 4.35422 -1.49153 -4.57914
H12 1.87151 1.30363 -2.71245
H13 0.74701 -0.05465 -2.54162
H14 2.47789 -0.34053 -2.47514
H15 0.85520 0.60627 -4.89709
H16 1.49682 -1.01157 -4.67806
H17 3.67090 1.14166 -6.93628
H18 1.93214 1.24844 -6.79084
H19 3.56668 -1.26979 -7.37882
H20 2.33503 -0.49280 -8.36409
H21 1.87030 -1.34599 -6.89651
H22 4.26509 0.39790 -3.56911
H23 4.95703 0.50192 -5.16130
H24 3.46611 -2.01106 -4.21502
H25 5.17872 -1.74824 -3.91141
H26 4.59423 -1.88808 -5.56450
C14 -2.93235 -6.40167 2.40323
C15 -3.53906 -5.34272 1.49675
N2 -2.55068 -4.43773 0.92991
C16 -3.14069 -3.27123 0.29773
C17 -4.00317 -3.47490 -0.95397
C18 -1.46505 -5.07187 0.19912
C19 -1.82365 -5.95208 -1.00575
H27 -2.33454 -5.94055 3.19066
H28 -3.72728 -6.98349 2.87078
H29 -2.29896 -7.09961 1.85523
H30 -4.22641 -4.72726 2.08371
H31 -4.15432 -5.84174 0.73185
H32 -2.33039 -2.57430 0.05846
H33 -3.75111 -2.77155 1.05651
H34 -3.40415 -3.69734 -1.83531
H35 -4.56451 -2.56245 -1.16308
H36 -4.72554 -4.28051 -0.81970
H37 -0.89357 -5.67765 0.90555
H38 -0.77998 -4.28098 -0.12140
H39 -2.66914 -6.60592 -0.78705
H40 -0.97487 -6.58925 -1.26013
H41 -2.06881 -5.36838 -1.89097
C20 -0.85733 4.05670 0.93096
C21 -1.70391 5.05230 0.15521
N3 -2.89375 5.46344 0.88090
C22 -3.84353 6.19810 0.06420
C23 -3.42145 7.56772 -0.48194
C24 -2.66715 5.98215 2.22214
C25 -1.73355 7.19011 2.37413
H42 -1.46278 3.19992 1.23440
H43 -0.03417 3.70619 0.30426
H44 -0.41747 4.49465 1.82613
H45 -2.04755 4.58696 -0.77331
H46 -1.06393 5.89715 -0.14630
H47 -4.76096 6.31364 0.64802
H48 -4.10154 5.55351 -0.78203
H49 -3.41512 8.33390 0.29211
H50 -4.12459 7.88682 -1.25356
H51 -2.42967 7.53450 -0.93460
H52 -2.27616 5.16767 2.83535
H53 -3.64756 6.22117 2.64197
H54 -0.82760 7.07472 1.77693
H55 -1.42535 7.28647 3.41654
H56 -2.21045 8.12523 2.08410

***

Calculated gap between HOMO and LUMO, 9.81; 8.40 eV (same order as the records).